The following is a quantum chemistry calculation of a structure of composition C36H47F3N4O3P2SW in a non-equilibrium geometry, from the Open Molecules 2025 dataset.

## Properties
- Net charge: 0
- Calculated total energy: -3292.423098 Ha
- LUMO energy (spin up / spin down): -0.0113 / -0.0137 hartree
- E_HOMO (spin up / spin down): -6.54 / -6.67 eV
- Energy relative to the best compared isomer or geometry (same formula, charge and spin): 37.3 kcal/mol
- 2S+1: 1
- HOMO-LUMO gap (spin up / spin down): 6.2 / 6.3 eV

Positions of all 97 atoms, in Å:
W -0.93 -0.21 1.34
N -4.73 2.32 1.44
C -3.50 1.75 1.53
S -3.39 0.08 1.02
N -2.52 2.41 2.01
N -1.32 1.74 2.18
C -0.53 2.45 2.92
C 0.79 2.12 3.33
C 1.54 3.07 4.05
C 2.81 2.79 4.49
C 3.35 1.52 4.26
C 2.63 0.57 3.57
C 1.37 0.87 3.05
O 0.72 -0.01 2.31
H -5.37 1.90 0.80
H -4.78 3.32 1.56
H -0.95 3.39 3.25
H 1.09 4.04 4.23
H 3.38 3.54 5.01
H 4.34 1.28 4.63
H 3.05 -0.41 3.40
C 3.93 -2.00 -0.81
C 3.21 -1.19 0.28
C 2.74 -2.21 1.33
P 1.71 -0.30 -0.46
C 2.51 0.23 -2.11
C 1.56 0.99 -3.03
C 3.80 1.05 -1.96
C 1.54 1.47 0.09
C 2.52 2.35 0.51
C 2.26 3.71 0.63
C 3.31 4.67 1.12
C 1.00 4.17 0.28
C -0.01 3.31 -0.11
C 0.22 1.94 -0.16
N -0.76 0.92 -0.35
C -1.49 0.76 -1.52
C -1.69 1.77 -2.46
C -2.33 1.51 -3.66
C -2.78 0.24 -3.98
C -3.37 -0.06 -5.33
C -2.61 -0.76 -3.03
C -2.01 -0.53 -1.81
P -1.63 -1.82 -0.57
C -0.53 -3.05 -1.54
C 0.22 -2.38 -2.68
C -1.24 -4.28 -2.12
C -3.15 -2.93 -0.27
C -3.48 -3.13 1.22
C -4.41 -2.52 -1.04
H 4.61 -2.70 -0.33
H 4.50 -1.39 -1.50
H 3.21 -2.59 -1.38
H 3.89 -0.47 0.73
H 2.14 -2.98 0.86
H 2.14 -1.76 2.11
H 3.61 -2.69 1.79
H 2.75 -0.72 -2.60
H 1.31 1.96 -2.62
H 0.63 0.45 -3.21
H 2.04 1.15 -4.00
H 3.56 2.09 -1.73
H 4.35 1.03 -2.90
H 4.45 0.67 -1.18
H 3.51 1.97 0.77
H 4.26 4.17 1.29
H 3.00 5.13 2.06
H 3.46 5.48 0.39
H 0.80 5.24 0.33
H -1.00 3.70 -0.31
H -1.31 2.76 -2.26
H -2.46 2.32 -4.37
H -3.58 0.86 -5.87
H -4.30 -0.63 -5.24
H -2.68 -0.65 -5.93
H -2.96 -1.76 -3.28
H 0.19 -3.39 -0.79
H -0.43 -2.22 -3.54
H 1.05 -3.01 -3.00
H 0.62 -1.42 -2.38
H -2.17 -4.00 -2.63
H -1.46 -5.05 -1.38
H -0.59 -4.73 -2.87
H -2.84 -3.90 -0.62
H -4.09 -2.32 1.62
H -2.57 -3.20 1.81
H -4.03 -4.06 1.35
H -4.66 -1.48 -0.87
H -5.24 -3.14 -0.70
H -4.29 -2.69 -2.11
F 0.36 -2.32 5.18
C -0.70 -2.72 4.46
F -0.49 -3.99 4.11
F -1.77 -2.66 5.24
C -0.88 -1.84 3.23
O -1.56 -0.78 3.31
O -0.45 -2.18 2.10